No. 1
The molecule C4H8Si2 in a non-equilibrium geometry, computed with ωB97M-V/def2-TZVPD.

Each line ends with the natural charge from an NBO analysis.
Positions of all 14 atoms, in Å:
Si1 -1.891 1.311 0.819  0.801
Si2 2.422 0.597 0.309  0.801
C1 0.003 -1.009 0.039  -0.171
C2 -1.435 -1.353 -0.219  -0.246
C3 -2.234 -0.282 -0.063  -0.709
C4 0.715 0.013 -0.399  -0.633
H1 -1.623 -2.292 -0.767  0.222
H2 2.080 1.221 1.663  -0.131
H3 0.501 -1.588 0.801  0.193
H4 -1.790 2.276 -0.202  -0.287
H5 0.509 0.644 -1.279  0.223
H6 2.785 1.520 -0.833  -0.145
H7 -3.329 -0.355 -0.251  0.221
H8 3.287 -0.704 0.384  -0.139

Output
- net charge = 0
- relative energy (zero: lowest compared OMol25 entry of this formula, charge and spin) (kJ/mol) = 213.0
- orbital gap (eV) = 7.5
- LUMO (eV) = -0.44
- electronic energy (eV) = -20028.2071
- HOMO (hartree) = -0.2927


No. 2
The molecule C14H15N3O2 in a non-equilibrium geometry, computed with ωB97M-V/def2-TZVPD.

Each line ends with the natural charge from an NBO analysis.
Positions of all 34 atoms, in Å:
O1 0.912 -2.434 -1.474  -0.556
O2 2.807 1.395 -2.567  -0.602
N1 -0.391 -0.432 3.061  -0.622
N2 2.014 0.712 0.385  -0.654
N3 1.857 -0.383 -1.749  -0.481
C1 -0.273 0.924 0.582  -0.228
C2 0.880 0.404 1.103  0.160
C3 -3.995 1.317 1.657  -0.269
C4 2.087 0.438 -2.753  0.692
C5 -1.562 0.141 2.620  0.281
C6 -2.732 0.248 3.419  -0.308
C7 1.090 -1.474 -2.135  0.718
C8 1.738 -0.207 -4.113  -0.493
C9 2.599 -0.328 -0.468  -0.045
C10 0.859 -0.603 2.248  -0.250
C11 -3.988 0.729 2.947  -0.178
C12 0.960 -1.446 -3.723  -0.506
C13 -1.583 0.720 1.301  -0.153
C14 -2.828 1.325 0.865  -0.167
H1 2.626 -0.483 -4.620  0.237
H2 -4.905 0.592 3.503  0.214
H3 -0.599 -1.121 3.796  0.388
H4 3.611 -0.152 -0.828  0.222
H5 0.884 -1.650 1.872  0.202
H6 -2.878 1.773 -0.155  0.206
H7 -2.828 -0.181 4.374  0.202
H8 2.533 -1.329 -0.011  0.228
H9 1.176 0.413 -4.772  0.233
H10 2.141 1.710 0.069  0.415
H11 -4.884 1.676 1.261  0.204
H12 -0.299 1.678 -0.314  0.219
H13 -0.033 -1.294 -4.139  0.235
H14 1.358 -2.352 -4.190  0.239
H15 1.648 -0.326 2.947  0.215

Output
- net charge = 0
- relative energy (zero: lowest compared OMol25 entry of this formula, charge and spin) (kJ/mol) = 182.3
- orbital gap (eV) = 7.9
- SMILES = O=C1CCC(=O)N1CNC1=Cc2ccccc2NC1
- LUMO (eV) = 0.68
- electronic energy (eV) = -23325.6536
- HOMO (hartree) = -0.2658


No. 3
The molecule C20H27NO2, computed with ωB97M-V/def2-TZVPD.

Each line ends with the natural charge from an NBO analysis.
Positions of all 50 atoms, in Å:
O1 1.574 2.427 1.820  -0.642
O2 2.169 1.138 -2.654  -0.591
N1 -0.449 2.468 0.144  -0.530
C1 4.050 1.017 -1.191  -0.492
C2 4.205 0.463 0.229  -0.252
C3 2.323 -3.408 0.339  -0.221
C4 3.524 -0.885 0.323  0.072
C5 1.716 -2.339 0.974  -0.194
C6 3.539 -3.220 -0.295  -0.205
C7 2.313 -1.089 0.968  -0.256
C8 -5.441 -1.015 0.780  -0.603
C9 3.681 1.509 1.207  -0.503
C10 -2.557 1.399 0.785  -0.409
C11 -1.871 2.482 -0.057  -0.215
C12 2.265 1.953 0.916  0.579
C13 -2.456 -0.506 -0.954  -0.393
C14 2.600 1.296 -1.525  0.582
C15 -4.722 -1.617 -0.423  -0.401
C16 0.432 2.006 -0.714  0.221
C17 1.771 1.784 -0.431  -0.455
C18 -2.093 -0.020 0.450  -0.409
C19 4.131 -1.971 -0.301  -0.227
C20 -3.953 -0.589 -1.265  -0.401
H1 4.448 0.328 -1.938  0.235
H2 5.274 0.309 0.425  0.223
H3 4.028 -4.048 -0.787  0.213
H4 -1.006 -0.072 0.555  0.212
H5 -2.079 2.330 -1.119  0.201
H6 5.082 -1.835 -0.796  0.206
H7 -1.986 0.143 -1.695  0.194
H8 -2.020 -1.499 -1.086  0.209
H9 -4.042 -0.863 -2.319  0.210
H10 4.312 2.402 1.146  0.238
H11 -0.074 2.631 1.086  0.447
H12 1.820 -0.279 1.482  0.215
H13 -5.471 -2.101 -1.053  0.203
H14 -2.341 1.595 1.838  0.209
H15 -5.998 -1.787 1.308  0.210
H16 -4.415 0.393 -1.152  0.190
H17 0.771 -2.476 1.479  0.210
H18 -4.744 -0.564 1.480  0.197
H19 0.096 1.783 -1.722  0.225
H20 4.598 1.961 -1.280  0.228
H21 -6.146 -0.252 0.457  0.200
H22 -2.259 3.462 0.236  0.206
H23 -2.518 -0.705 1.185  0.207
H24 -4.034 -2.396 -0.085  0.195
H25 1.855 -4.381 0.343  0.212
H26 -3.634 1.486 0.645  0.211
H27 3.727 1.155 2.240  0.239

Output
- net charge = 0
- relative energy (zero: lowest compared OMol25 entry of this formula, charge and spin) (kJ/mol) = 30.7
- orbital gap (eV) = 9.1
- SMILES = CCCCCCCNC=C1C(=O)CC(c2ccccc2)CC1=O
- LUMO (eV) = 0.57
- electronic energy (eV) = -26764.1514
- HOMO (hartree) = -0.3131


No. 4
The molecule C6H11NO2 in a non-equilibrium geometry, computed with ωB97M-V/def2-TZVPD.

Each line ends with the natural charge from an NBO analysis.
Positions of all 20 atoms, in Å:
O1 -1.477 0.464 2.022  -0.691
O2 2.083 1.033 -0.519  -0.567
N1 -0.901 -1.523 1.052  -0.844
C1 -0.987 -0.144 0.894  0.476
C2 1.481 0.000 -0.604  0.624
C3 0.098 -0.113 -1.321  -0.520
C4 2.024 -1.316 -0.116  -0.741
C5 -0.758 0.519 -0.264  -0.171
C6 -0.987 2.001 -0.386  -0.641
H1 0.090 0.483 -2.232  0.233
H2 -0.125 2.564 -0.004  0.224
H3 -1.252 -2.064 0.271  0.386
H4 -1.275 1.408 1.997  0.493
H5 1.370 -1.693 0.673  0.259
H6 -1.311 -1.811 1.930  0.394
H7 -0.157 -1.153 -1.512  0.205
H8 2.050 -2.059 -0.914  0.224
H9 3.020 -1.178 0.298  0.228
H10 -1.876 2.314 0.177  0.206
H11 -1.109 2.270 -1.441  0.222

Output
- net charge = 0
- relative energy (zero: lowest compared OMol25 entry of this formula, charge and spin) (kJ/mol) = 130.9
- orbital gap (eV) = 8.4
- SMILES = CC(=O)C/C(C)=C(\N)O
- LUMO (eV) = 0.70
- electronic energy (eV) = -11984.9114
- HOMO (hartree) = -0.2833


- Look up the HOMO of the first one.
  -0.2927 hartree